[1]
Molecular formula: C22H34N2O4
Method: DFT, ωB97M-V with the def2-TZVPD basis set

Output
* structure (SMILES): CCCCCCCCNC(=O)[C@@H](CCC(=O)OCc1ccccc1)NC(C)=O
* HOMO level: -8.218 eV
* energy above the lowest of the compared OMol25 structures with the same formula, charge and spin: 18.820 eV
* max |F|: 15.90 eV/A
* total energy: -34519.8273 eV
* LUMO energy: 0.6 eV

The geometry in XYZ format:
```
62
Properties=species:S:1:pos:R:3:forces:R:3:lowdin_charge:R:1
C 7.853050 0.292276 -1.795819 0.3 -7.6 -1.4 -0.095
C 6.581044 -0.303498 -2.181644 -4.0 4.8 1.8 -0.255
C 5.888596 -0.688593 -0.937053 -2.4 -6.9 0.2 -0.191
C 4.407091 -1.401737 -1.225522 3.6 -2.0 1.6 -0.198
C 3.683341 -2.019913 -0.076259 -1.9 7.4 3.5 -0.263
C 2.207670 -2.480019 -0.160545 0.3 2.3 -1.4 -0.189
C 1.498364 -3.140889 1.178238 5.4 0.1 -5.4 -0.206
C 1.334169 -1.995444 2.027221 1.7 -1.3 7.5 -0.277
N 0.502511 -0.867175 1.628483 1.3 -3.2 0.7 0.077
C 1.081899 0.298579 1.582902 -2.5 6.0 -1.3 -0.405
O 2.117165 0.889165 1.897629 -0.1 -3.2 0.4 0.016
C -0.088306 1.441517 0.945948 -1.0 -6.6 3.8 -0.224
C -1.263473 1.647269 2.200694 1.2 -11.1 -7.4 -0.017
C -2.492464 1.748074 1.377943 -1.4 -7.8 8.3 -0.089
C -2.981551 0.344343 0.958848 2.6 1.3 -5.2 -0.471
O -2.254051 -0.546658 0.560030 2.6 -2.1 2.7 0.058
O -4.062051 0.372181 0.273507 -4.8 0.0 0.4 0.002
C -4.665835 -1.039222 -0.277190 -1.6 10.7 -4.3 0.109
C -6.103952 -0.511631 -0.588437 2.8 -14.7 5.3 -0.211
C -6.690259 0.493310 -0.955935 5.8 10.4 -1.8 -0.174
C -7.923442 0.654144 -1.265680 -4.2 7.6 -4.5 -0.171
C -8.833179 -0.234722 -1.158356 -2.5 -6.8 1.6 -0.110
C -8.411143 -1.573199 -0.729615 2.2 0.7 2.4 -0.027
C -7.003093 -1.670241 -0.303209 -2.6 -1.5 -1.9 0.002
N 0.741192 2.391981 0.657926 4.1 10.5 -1.3 -0.001
C 0.291092 3.596679 -0.051174 -7.6 -8.8 -2.4 -0.448
C 1.169962 4.615640 -0.187456 5.3 4.6 -5.6 -0.063
O -0.833761 3.425151 -0.745482 4.5 1.6 3.2 -0.041
H 8.427951 0.620383 -2.503676 3.1 1.6 -5.0 0.026
H 7.780160 1.066277 -1.289001 -1.2 6.8 5.6 0.007
H 8.491712 -0.462924 -1.323981 -0.3 0.1 0.5 0.113
H 5.727114 0.469656 -2.609353 2.5 -1.2 0.5 0.178
H 6.561575 -1.032781 -2.853380 0.5 -3.3 -2.8 0.061
H 6.393696 -1.439071 -0.214451 -0.1 0.8 -1.5 0.143
H 5.598267 -0.005512 -0.283405 -0.7 4.1 2.5 0.045
H 3.797784 -0.696209 -1.586462 -2.2 2.5 -2.3 0.064
H 4.571305 -2.275634 -1.777145 0.4 -0.7 -2.4 0.088
H 4.288223 -2.575532 0.498949 2.1 -3.0 1.8 0.054
H 3.773593 -0.939241 0.666270 -0.9 -2.9 -1.2 0.167
H 1.503430 -1.522211 -0.551327 1.9 -2.6 1.0 0.163
H 2.360493 -3.109170 -1.037332 -1.2 -0.8 0.0 0.089
H 2.334703 -3.977143 1.432755 -2.8 1.8 0.1 0.176
H 0.650945 -3.337811 0.605999 -2.0 -1.8 0.2 0.075
H 2.460262 -1.680659 2.499162 -3.3 -0.2 -1.7 0.185
H 0.929638 -2.630634 3.020520 0.3 2.4 -1.7 0.153
H -0.494410 -1.013057 1.329556 1.1 0.6 0.1 0.139
H -0.435939 0.947368 0.017219 -0.7 0.4 0.8 0.149
H -1.066655 2.436905 2.620640 2.3 8.0 5.0 0.011
H -1.217550 0.592489 2.793729 -0.2 3.0 -0.9 0.169
H -3.193208 1.930525 2.138365 -1.9 1.2 0.8 0.113
H -2.537160 2.399353 0.717324 -0.2 5.6 -6.5 0.033
H -4.147976 -1.034415 -1.185520 1.1 -1.6 -0.9 0.125
H -4.619372 -1.553051 0.518226 0.6 -4.8 5.0 0.048
H -5.917198 1.356373 -0.975944 -1.7 -0.7 -0.6 0.175
H -8.288607 1.639729 -1.901636 1.2 -2.1 2.2 0.183
H -9.853412 -0.015595 -1.283780 -1.1 0.0 -0.6 0.091
H -9.100253 -2.426805 -0.417145 0.8 1.4 -0.9 0.108
H -6.696960 -2.775721 0.053115 -0.3 2.9 -0.7 0.142
H 1.629680 2.646297 1.267157 -2.5 -1.6 -1.3 0.187
H 2.189552 4.107566 -0.714977 -2.5 1.4 1.6 0.175
H 1.455007 5.063189 0.716142 0.6 0.7 1.2 0.058
H 0.893011 5.489673 -1.036617 0.3 -2.5 2.6 0.165
```
Positions in Å, forces in eV/Å.

---

[2]
Molecular formula: C22H34N4O10
Method: DFT, ωB97M-V with the def2-TZVPD basis set

Output
* structure (SMILES): CC(C)COC(=O)OCN1C(=O)CN(CCN2CC(=O)N(COC(=O)OCC(C)C)C(=O)C2)CC1=O
* HOMO level: -8.798 eV
* energy above the lowest of the compared OMol25 structures with the same formula, charge and spin: 0.290 eV
* max |F|: 0.76 eV/A
* total energy: -49803.4230 eV
* LUMO energy: 0.6 eV

The geometry in XYZ format:
```
70
Properties=species:S:1:pos:R:3:forces:R:3:lowdin_charge:R:1
C 6.195306 0.009753 -1.786437 -0.1 -0.2 0.1 -0.066
C 5.402384 -1.064328 -1.047133 -0.1 0.3 0.3 -0.388
C 3.940861 -1.059707 -1.490336 0.2 -0.1 0.1 -0.060
C 5.518820 -0.863728 0.470059 0.1 -0.7 -0.2 -0.130
O 5.009192 0.409831 0.868588 0.1 0.4 -0.1 0.061
C 3.787017 0.447389 1.366806 -0.1 0.4 0.2 -0.575
O 3.093048 -0.498084 1.628140 -0.1 -0.3 0.2 0.124
O 3.452409 1.731254 1.537492 0.6 -0.3 -0.2 0.078
C 2.172329 2.052768 2.031690 -0.4 0.2 0.4 -0.077
N 1.090590 1.266389 1.461927 0.3 0.4 0.0 0.077
C 1.056963 1.098724 0.086342 -0.3 -0.2 0.0 -0.393
O 1.810321 1.702872 -0.636220 0.1 0.1 -0.2 0.118
C 0.026370 0.128930 -0.453689 -0.1 0.0 -0.2 -0.058
N -0.541229 -0.801951 0.494169 0.3 0.1 0.2 -0.144
C 0.291479 -1.957826 0.806149 0.3 -0.2 -0.2 -0.126
C 0.361938 -2.946954 -0.365360 0.1 0.2 0.3 -0.155
N -0.900265 -3.433344 -0.878873 -0.2 0.0 0.0 -0.150
C -1.695395 -2.479696 -1.612650 0.0 0.0 -0.2 -0.074
C -2.543826 -1.544513 -0.769628 0.1 -0.3 -0.5 -0.384
O -2.840515 -0.425624 -1.119259 -0.2 0.0 -0.2 0.102
N -3.140744 -2.148300 0.337819 -0.3 0.4 0.3 0.095
C -4.250275 -1.462853 0.993396 -0.6 -0.3 -0.2 -0.082
O -3.895804 -0.167850 1.400769 0.2 0.4 0.2 0.047
C -4.360841 0.847480 0.635817 -0.2 -0.2 0.2 -0.598
O -5.294014 0.780084 -0.104519 -0.3 0.1 -0.2 0.142
O -3.643177 1.923288 0.924734 0.3 -0.1 0.3 0.038
C -3.899561 3.098060 0.147627 -0.1 0.2 -0.6 -0.124
C -2.823294 3.255503 -0.931958 -0.1 0.1 0.3 -0.394
C -3.251993 4.303525 -1.953805 0.0 -0.3 0.2 -0.066
C -1.488238 3.632604 -0.291692 -0.2 -0.2 -0.2 -0.061
C -2.722975 -3.355286 0.877514 0.2 -0.2 0.0 -0.395
O -3.196720 -3.786938 1.900433 0.0 -0.2 0.1 0.096
C -1.724065 -4.155083 0.057106 0.0 -0.3 -0.1 -0.079
C -0.941554 -0.074372 1.679413 -0.3 0.0 0.1 -0.061
C 0.183063 0.683475 2.345804 -0.1 -0.2 -0.1 -0.372
O 0.279311 0.840233 3.534785 -0.1 0.0 0.2 0.121
H 6.111949 -0.132076 -2.860901 0.0 0.0 -0.1 0.078
H 5.809102 0.993742 -1.533852 0.0 0.1 0.0 0.084
H 7.246594 -0.031120 -1.511870 0.2 0.1 0.0 0.078
H 5.835058 -2.047932 -1.262403 0.0 0.0 0.1 0.139
H 3.503489 -0.072834 -1.350876 -0.1 0.1 0.0 0.071
H 3.869749 -1.315563 -2.544955 0.0 0.0 -0.1 0.084
H 3.366113 -1.783901 -0.915823 -0.1 -0.1 0.0 0.070
H 4.975961 -1.649344 1.005387 0.1 0.1 0.0 0.129
H 6.568039 -0.866579 0.774113 -0.1 0.0 0.0 0.134
H 2.123209 1.901278 3.117642 0.0 0.1 -0.4 0.146
H 2.043148 3.110072 1.777748 0.0 -0.3 0.0 0.156
H 0.494993 -0.399243 -1.285466 0.0 0.1 0.0 0.132
H -0.797930 0.724636 -0.871011 0.1 0.0 0.0 0.130
H 1.311349 -1.671908 1.094602 -0.1 -0.1 0.1 0.110
H -0.168804 -2.461127 1.660648 0.0 0.0 0.1 0.132
H 0.899532 -2.507921 -1.208872 0.1 0.0 0.0 0.110
H 0.933956 -3.818053 -0.033110 0.1 0.1 0.0 0.128
H -2.400665 -3.042688 -2.241865 0.0 0.1 0.0 0.145
H -1.065644 -1.886402 -2.274908 -0.1 0.0 0.0 0.132
H -5.095666 -1.402216 0.294650 0.2 0.0 0.2 0.153
H -4.506958 -2.046675 1.881483 0.1 0.2 -0.3 0.144
H -3.879547 3.936101 0.848058 0.0 -0.1 0.0 0.141
H -4.891253 3.011909 -0.304933 0.1 0.1 0.1 0.129
H -2.728763 2.285950 -1.433165 0.0 0.0 0.0 0.132
H -3.418956 5.262493 -1.467924 0.0 0.2 0.0 0.082
H -2.477307 4.428957 -2.705602 0.1 0.1 -0.1 0.081
H -4.170071 4.002425 -2.451406 -0.1 0.0 -0.1 0.080
H -1.262931 2.968465 0.539715 0.1 -0.1 0.1 0.063
H -1.531381 4.650857 0.089954 0.0 0.1 0.1 0.086
H -0.679632 3.571509 -1.016257 0.1 0.0 0.0 0.082
H -2.335417 -4.872994 -0.510704 0.0 0.0 0.1 0.145
H -1.103288 -4.734102 0.742747 -0.1 0.0 0.0 0.139
H -1.385944 -0.748961 2.413766 0.1 0.1 0.0 0.146
H -1.709024 0.657488 1.400383 0.1 -0.1 0.1 0.123
```
Positions in Å, forces in eV/Å.